# 1
{"formula": "C4H2InO2", "method": "ωB97M-V with the def2-TZVPD basis set", "homo_lumo_gap_ev": [6.349, 6.945], "total_charge": 1, "e_above_lowest_kj_mol": 248.9, "e_tot_ha": -493.643742, "species": ["O", "C", "H", "C", "C", "C", "O", "In", "H"], "coordinates": [[-2.3941, 0.9642, 0.6968], [-1.2089, 1.0020, 0.3024], [-0.6987, 1.9871, 0.1956], [1.1752, -0.3101, -0.5041], [0.0963, -1.2848, -0.3225], [-0.3548, -0.0937, 0.1508], [-0.6425, -2.2141, 0.3114], [2.7130, -0.0783, 0.7174], [1.3145, 0.0278, -1.5479]], "atomic_forces_ev_per_a": [[3.1, -0.4, -1.3], [-3.8, 2.4, 2.3], [-0.3, -0.4, -0.3], [-5.0, -0.6, -2.5], [-4.4, -1.6, 4.3], [3.8, -0.4, -2.8], [3.1, 0.6, -2.8], [3.3, 0.5, 2.6], [0.1, -0.2, 0.5]]}

***

# 2
{"formula": "C4H2KNaO2", "method": "ωB97M-V with the def2-TZVPD basis set", "homo_lumo_gap_ev": [4.714, 3.822], "total_charge": 0, "e_above_lowest_kj_mol": 0.0, "e_tot_ha": -1066.151744, "species": ["C", "C", "O", "K", "H", "C", "C", "O", "Na", "H"], "coordinates": [[-1.2737, -0.9137, -0.6138], [-0.0472, -1.0163, -0.0235], [-2.1554, -0.3320, -1.0925], [-3.5066, 0.2408, 1.8327], [0.1517, -1.4869, 0.9349], [1.1369, 0.1467, -0.4572], [2.2970, 0.4766, 0.3115], [3.2470, 0.7500, 0.8991], [-0.9369, 1.7145, -0.2722], [1.0871, 0.4201, -1.5191]], "atomic_forces_ev_per_a": [[4.9, -3.7, 5.0], [0.4, 2.3, -1.0], [-3.6, 3.3, -3.2], [0.1, -0.1, -0.2], [-0.1, -0.4, -0.7], [2.0, -0.1, 2.8], [-4.9, -1.2, -4.0], [0.6, 0.1, 0.8], [0.0, -0.2, 0.1], [0.6, -0.1, 0.6]]}